(1)
Below is a 2-piece molecular cluster, C2H6IP overall, with properties calculated with the ωB97M-V functional and the def2-TZVPD basis.

Each line ends with the Mulliken charge.
Cartesian coordinates (Å):
C: -0.81707 -0.54361 0.53923  -0.75
C: 2.78880 0.96430 -1.00459  -0.72
P: 0.50489 -1.57752 -0.30784  -0.01
I: 4.15412 -0.02375 0.15496  0.12
H: -1.79998 -0.75153 0.05998  0.28
H: -0.43600 0.47697 0.57734  0.22
H: -0.92795 -0.91336 1.55795  0.26
H: 1.94001 1.42928 -0.41529  0.27
H: 2.34214 0.35693 -1.83254  0.31
H: -0.22591 -1.85608 -1.47024  0.03

Kohn-Sham gap (alpha / beta) ... 7.68 / 7.73 eV
Lowest unoccupied orbital energy (alpha / beta) ... -0.9 / -0.7 eV
E_HOMO (alpha / beta) ... -8.6 / -8.4 eV
Largest force on an atom ... 2.62 eV Å⁻¹
E_tot ... -19556.782 eV



(2)
Below is C5H11CrO4 as an isolated structure, with properties calculated with the ωB97M-V functional and the def2-TZVPD basis.

Each line ends with the Mulliken charge.
Cartesian coordinates (Å):
C: 1.18287 3.53439 -2.08843  -0.48
O: 0.70772 3.16737 -0.86846  -0.30
H: 0.90894 4.60818 -2.20546  0.28
H: 2.28555 3.49457 -2.14464  0.26
H: 0.71976 2.97427 -2.92009  0.25
O: -0.87951 -3.58204 0.71948  -0.64
C: -1.80708 -2.84739 1.43078  -0.14
C: -1.75483 -1.29356 0.98146  -0.47
O: -0.38448 -0.95571 1.03527  -0.46
C: 0.12645 0.25923 0.26581  -0.39
C: 1.61778 0.01957 0.01316  -0.05
O: 1.88474 -1.28658 -0.37775  -0.70
Cr: 0.65451 -2.53492 0.31129  1.27
H: -1.61644 -2.89151 2.52285  0.29
H: -2.84595 -3.18744 1.25765  0.36
H: -2.34518 -0.66286 1.66379  0.33
H: -2.11900 -1.17066 -0.05297  0.33
H: -0.01942 1.09616 0.96663  0.34
H: -0.41563 0.22270 -0.69581  0.34
H: 2.16429 0.28521 0.94176  0.31
H: 1.93491 0.75101 -0.75633  0.27

Charge ... +1
Kohn-Sham gap (alpha / beta) ... 6.82 / 7.68 eV
Lowest unoccupied orbital energy (alpha / beta) ... -7.0 / -5.5 eV
Expectation value of S² ... 6.169
E_HOMO (alpha / beta) ... -13.8 / -13.2 eV
Largest force on an atom ... 3.13 eV Å⁻¹
E_tot ... -41963.609 eV
Multiplicity ... 5



(3)
Below is C39H56ClCrN5OSb as an isolated structure, with properties calculated with the ωB97M-V functional and the def2-TZVPD basis.

Each line ends with the Mulliken charge.
Cartesian coordinates (Å):
Cr: -0.85906 -0.73720 -0.24117  2.53
C: -2.74346 -2.85693 1.65978  -1.42
C: -1.54848 -3.74673 1.35221  -0.86
C: -0.21758 -3.11723 1.69983  0.85
C: 0.81354 -3.95139 2.10643  -0.87
C: 2.04811 -3.42421 2.45338  -0.85
C: 2.19248 -2.04631 2.41744  -1.15
C: 1.11514 -1.28060 2.02165  -0.44
N: -0.06448 -1.78049 1.62036  0.68
N: -2.86380 -1.76565 0.69052  0.57
C: -3.49805 -2.19345 -0.57039  -1.15
C: -2.53626 -2.36217 -1.73336  0.64
C: -2.56901 -3.46978 -2.55912  -1.02
C: -1.77586 -3.50567 -3.69956  -0.69
C: -1.00331 -2.39407 -4.00132  -0.84
C: -1.01389 -1.32676 -3.12685  -0.38
N: -1.71670 -1.31654 -1.98747  0.77
C: -3.53096 -0.61031 1.30502  -1.66
C: -3.42179 0.58852 0.42458  0.98
C: -4.46500 1.48088 0.30447  -0.84
C: -4.33925 2.58685 -0.52631  -1.04
C: -3.16235 2.70629 -1.24798  -0.98
C: -2.16785 1.76905 -1.07607  -1.27
N: -2.24366 0.72806 -0.22112  1.69
H: -2.62002 -2.43537 2.65719  0.46
H: -3.65881 -3.46263 1.66617  0.51
H: -1.58078 -4.00909 0.29102  -0.11
H: -1.63684 -4.67640 1.91515  0.78
H: 0.63847 -5.01684 2.18429  0.58
H: 2.85715 -4.06632 2.77440  0.46
H: 3.11667 -1.57125 2.71692  0.51
H: 1.18110 -0.19806 2.03555  0.52
H: -4.21366 -1.42480 -0.87316  0.35
H: -4.05818 -3.12412 -0.43749  0.47
H: -3.21888 -4.30454 -2.32903  0.47
H: -1.77267 -4.37203 -4.34696  0.46
H: -0.40698 -2.35042 -4.90193  0.52
H: -0.43599 -0.43214 -3.32698  0.18
H: -3.00816 -0.38693 2.24183  0.37
H: -4.58280 -0.81870 1.53824  0.42
H: -5.37268 1.31037 0.86716  0.55
H: -5.13456 3.31270 -0.61589  0.45
H: -3.00563 3.52725 -1.93376  0.56
H: -1.25910 1.85431 -1.65188  0.87
C: 0.80664 -4.87691 -1.44130  -0.78
N: 1.89494 -3.93571 -1.62889  0.42
C: 3.12860 -4.50071 -2.15849  -1.09
C: 1.73420 -2.62418 -1.40353  -0.36
C: 2.87643 -1.72702 -1.79894  -0.96
O: 0.69757 -2.14693 -0.91733  1.67
H: 0.64970 -5.44412 -2.36051  0.48
H: -0.09480 -4.32516 -1.21056  -0.13
H: 1.03638 -5.56892 -0.62914  0.35
H: 3.16060 -5.55799 -1.90596  0.39
H: 4.00321 -4.02412 -1.72368  0.36
H: 3.18009 -4.41148 -3.24665  0.32
H: 3.15602 -1.91158 -2.83663  0.55
H: 3.75303 -1.89191 -1.17220  0.53
H: 2.55634 -0.69538 -1.68988  -1.10
C: 3.08095 2.92135 -3.12025  -1.71
C: 1.93815 1.94609 -2.86342  0.82
C: 0.70270 2.38090 -3.64918  -1.27
Sb: 1.36433 1.61467 -0.72474  -1.72
C: 1.29334 3.67452 0.09661  0.68
C: 2.51602 4.52642 -0.23083  -1.75
C: 0.01337 4.40810 -0.28471  -0.97
C: 3.23194 0.96616 0.29577  1.86
C: 4.53592 1.10484 -0.48130  -1.90
C: 3.33036 1.62613 1.66879  -1.58
H: 3.38864 2.85580 -4.16812  0.49
H: 3.95054 2.71835 -2.49897  0.32
H: 2.76003 3.94536 -2.93872  0.32
H: 2.24168 0.94814 -3.19967  0.46
H: 0.34417 3.35240 -3.30358  0.22
H: -0.12144 1.66792 -3.57822  0.15
H: 0.95505 2.48643 -4.70808  0.45
H: 1.27101 3.47478 1.17011  0.44
H: 2.40873 5.00141 -1.20541  0.40
H: 3.44250 3.95194 -0.23422  0.35
H: 2.61565 5.32134 0.51236  0.42
H: -0.05834 4.55491 -1.36570  0.18
H: 0.01424 5.39653 0.18262  0.48
H: -0.88089 3.88544 0.05187  0.00
H: 3.03286 -0.09848 0.44660  -0.62
H: 4.83039 2.15022 -0.57688  0.39
H: 4.47102 0.67315 -1.48229  0.36
H: 5.33823 0.58744 0.05383  0.46
H: 3.65739 2.66258 1.58748  0.38
H: 4.06388 1.09573 2.28357  0.44
H: 2.37569 1.61645 2.20208  0.28
Cl: -3.40246 3.85956 7.15603  -0.26
C: -2.69800 3.19502 5.71631  0.19
C: -2.27443 1.87011 5.69749  -0.92
C: -1.70551 1.34274 4.55972  -0.19
C: -1.51833 2.12134 3.38140  0.84
C: -0.92521 1.59301 2.23215  0.61
C: -1.96623 3.47110 3.44725  -0.38
C: -2.54407 3.98975 4.58491  -0.87
H: -2.38719 1.26346 6.58714  0.39
H: -1.36485 0.31166 4.55655  0.32
H: -0.78742 2.20084 1.34981  -1.31
H: -0.62047 0.55439 2.19494  -0.26
H: -1.83203 4.10344 2.57592  0.31
H: -2.87701 5.01951 4.61093  0.42

Charge ... +1
Kohn-Sham gap (alpha / beta) ... 3.58 / 3.29 eV
Lowest unoccupied orbital energy (alpha / beta) ... -3.0 / -3.1 eV
Expectation value of S² ... 6.034
E_HOMO (alpha / beta) ... -6.6 / -6.4 eV
Largest force on an atom ... 1.93 eV Å⁻¹
E_tot ... -98324.693 eV
Multiplicity ... 5



(4)
Below is a 2-piece molecular cluster, C3H10NOS overall, with properties calculated with the ωB97M-V functional and the def2-TZVPD basis.

Each line ends with the Mulliken charge.
Cartesian coordinates (Å):
C: -0.44027 0.06449 -1.15753  -1.29
C: -0.91638 0.70028 0.11980  0.41
C: 0.25206 0.74011 1.10271  -0.84
S: 0.48958 -1.04573 1.92157  -0.65
N: -2.17416 0.22648 0.53892  -0.63
H: 0.37713 0.59860 -1.64710  0.33
H: 0.03726 -0.79452 -0.90769  0.33
H: -1.25987 -0.02668 -1.92995  0.35
H: -1.11297 1.76025 -0.00313  0.09
H: 0.19866 1.60767 1.83508  0.28
H: 1.20840 0.91762 0.58484  0.24
H: -2.00025 -0.48693 1.22662  0.28
H: -2.63646 -0.28414 -0.20079  0.23
H: 3.11848 -0.78046 -0.68050  0.33
H: 2.10073 -1.49151 -0.07299  0.22
O: 2.75805 -1.70553 -0.72988  -0.67

Charge ... -1
Kohn-Sham gap ... 6.95 eV
Lowest unoccupied orbital energy ... 4.0 eV
E_HOMO ... -3.0 eV
Largest force on an atom ... 3.42 eV Å⁻¹
E_tot ... -17646.451 eV



Among the records above, which one has the lowest E_tot?
C39H56ClCrN5OSb